(1)
A molecular structure, C33H44As3N5O3STi. Source: the OMol25 dataset; level of theory: ωB97M-V with the def2-TZVPD basis set.

Geometry as XYZ:
```
90
C33H44As3N5O3STi | the OMol25 dataset | ωB97M-V with the def2-TZVPD basis set
Ti 2.57489 0.13761 -0.06297
O 4.20150 0.07831 -1.20293
C 4.39879 0.52292 -2.40534
C 5.36794 -0.09066 -3.23033
C 5.63648 0.37552 -4.49637
C 4.96340 1.48613 -5.01428
C 4.01426 2.10226 -4.22896
C 3.70109 1.63988 -2.94353
C 2.68398 2.35254 -2.20360
N 2.15238 1.94181 -1.11182
N 1.22968 2.79819 -0.51592
C 0.74048 2.22376 0.54923
O 1.03234 1.04895 0.97217
C -0.22017 3.02325 1.36400
C -0.44084 2.66188 2.68973
C -1.30786 3.39969 3.48187
C -1.97745 4.49276 2.94999
C -1.76908 4.85026 1.62380
C -0.88866 4.12445 0.83561
H 5.89292 -0.94434 -2.82090
H 6.38664 -0.12607 -5.09729
H 5.18457 1.85402 -6.00740
H 3.47963 2.96842 -4.60588
H 2.33769 3.30610 -2.60360
H 0.09873 1.81228 3.08490
H -1.46409 3.11716 4.51590
H -2.66289 5.06298 3.56531
H -2.29008 5.70213 1.20398
H -0.69729 4.40584 -0.19136
N 4.22721 0.62939 4.18635
C 3.82604 0.28977 2.90913
S 3.98844 1.50059 1.69710
N 3.42644 -0.94420 2.77769
N 3.06692 -1.29374 1.48680
C 3.06894 -2.56193 1.27704
C 2.64720 -3.25955 0.07955
C 2.79584 -4.65476 0.08293
C 2.41454 -5.43865 -0.98409
C 1.85804 -4.81579 -2.10330
C 1.69156 -3.44981 -2.13612
C 2.07702 -2.63074 -1.05481
O 1.86202 -1.34782 -1.12470
H 4.19301 1.61291 4.38892
H 3.88925 0.01238 4.90814
H 3.40975 -3.19085 2.09991
H 3.22647 -5.11831 0.96441
H 2.54276 -6.51248 -0.95297
H 1.55029 -5.41032 -2.95587
H 1.25927 -2.95529 -2.99748
C -0.09156 -1.45365 3.20546
As -0.52734 -1.81751 1.32706
C -1.03465 -3.70514 1.61837
C -2.32403 -0.98858 1.46076
C -3.18881 -0.92398 0.19057
C -3.04581 -2.23011 -0.59796
C -2.82941 0.26530 -0.70601
As -1.05994 0.33891 -1.59997
C -1.43113 -0.88657 -3.09965
C -1.53342 1.96892 -2.59858
C -4.68276 -0.82360 0.58384
As -5.58432 0.71678 1.45088
C -4.22363 1.61121 2.54439
C -5.62443 2.02917 -0.01597
H -0.86084 -1.84841 3.87288
H -0.00533 -0.37640 3.33728
H 0.87630 -1.89553 3.44273
H -1.90007 -3.79950 2.27884
H -0.18095 -4.20466 2.07915
H -1.24179 -4.19814 0.66902
H -2.14367 0.01607 1.84696
H -2.85809 -1.54038 2.24329
H -2.00616 -2.40841 -0.88926
H -3.64689 -2.19725 -1.51052
H -3.37618 -3.08340 -0.00002
H -2.86328 1.18511 -0.11587
H -3.58812 0.36266 -1.49187
H -2.45563 -0.77661 -3.46183
H -1.25539 -1.92108 -2.80714
H -0.73820 -0.63805 -3.90473
H -2.49841 1.86636 -3.10068
H -0.75756 2.16598 -3.33905
H -1.56153 2.81217 -1.90946
H -4.92233 -1.67019 1.23483
H -5.29267 -0.96462 -0.31744
H -3.89701 0.95688 3.35128
H -4.69996 2.48713 2.98643
H -3.35612 1.94236 1.97624
H -6.05429 1.56406 -0.90363
H -4.64018 2.42358 -0.26053
H -6.27441 2.85030 0.28728
```

Summary:
* F_max: 0.0103 hartree/bohr
* orbital gap (alpha / beta): 6.696 / 7.374 eV
* energy above the lowest of the compared OMol25 structures with the same formula, charge and spin: 48.5 kJ/mol
* net charge: -1
* multiplicity: 2
* energy: -9738.5751 Ha
* E_HOMO (alpha / beta): -4.1 / -4.8 eV

***

(2)
A single C3HClFNO molecule. Source: the OMol25 dataset; level of theory: ωB97M-V with the def2-TZVPD basis set.

Geometry as XYZ:
```
8
C3HClFNO | the OMol25 dataset | ωB97M-V with the def2-TZVPD basis set
F 0.80421 -0.13274 -2.20515
C 0.30389 -0.28978 -1.04309
C 0.51539 0.55810 0.05378
C -0.31557 0.06883 0.98240
Cl -0.76862 0.58662 2.53951
O -1.09391 -0.91631 0.42505
N -0.66140 -1.18379 -0.87534
H 1.21602 1.30908 0.12283
```

Summary:
* F_max: 0.0610 hartree/bohr
* orbital gap: 10.813 eV
* SMILES: Fc1cc(Cl)on1
* energy above the lowest of the compared OMol25 structures with the same formula, charge and spin: 109.5 kJ/mol
* energy: -804.9042 Ha
* E_HOMO: -10.2 eV

***

(3)
A single C25H29N3O4 molecule. Source: the OMol25 dataset; level of theory: ωB97M-V with the def2-TZVPD basis set.

Geometry as XYZ:
```
61
C25H29N3O4 | the OMol25 dataset | ωB97M-V with the def2-TZVPD basis set
C -5.00796 3.37989 0.25743
C -3.66797 3.05065 -0.38235
O -3.17272 1.88516 0.24278
C -1.99761 1.33824 -0.20177
C -1.19316 1.88008 -1.19119
C -0.00198 1.27273 -1.59887
N 0.76121 1.83368 -2.60088
C 0.19930 2.81591 -3.49911
C 1.10528 2.93218 -4.72181
O 2.38831 3.42544 -4.39312
C 2.79438 3.08534 -3.08202
C 2.20956 1.75541 -2.61071
C 0.35374 0.04286 -1.00031
O 1.49094 -0.57411 -1.45642
C 2.00744 -1.69845 -0.77108
C 1.37824 -3.01821 -1.21021
C -0.45787 -0.49527 -0.01878
C -1.61176 0.14401 0.41788
N -2.44961 -0.38489 1.40807
C -2.16499 -1.15855 2.48480
O -3.04226 -1.54877 3.23137
C -0.71609 -1.45956 2.72010
C 0.12858 -0.46506 3.13779
C 1.49444 -0.75798 3.35432
C 2.42626 0.32430 3.79870
N 1.99855 -1.94679 3.15989
C 1.19029 -2.95364 2.76853
C 1.75517 -4.22790 2.55880
C 0.97097 -5.27008 2.14812
C -0.40362 -5.08860 1.93106
C -0.98170 -3.86363 2.12240
C -0.20140 -2.77087 2.54543
H -4.88072 3.53270 1.32564
H -5.70503 2.56023 0.10565
H -5.41759 4.28265 -0.18624
H -3.79273 2.87703 -1.46037
H -2.96560 3.88365 -0.23892
H -1.47663 2.81349 -1.64492
H -0.79332 2.48503 -3.81758
H 0.10396 3.80971 -3.03191
H 0.68285 3.63185 -5.44793
H 1.19402 1.94431 -5.19706
H 2.49860 3.88292 -2.38308
H 3.88582 3.03328 -3.10206
H 2.54923 0.94981 -3.27359
H 2.57611 1.54638 -1.60539
H 1.92157 -1.56726 0.31409
H 3.07137 -1.70507 -1.02905
H 0.31128 -3.03860 -1.00553
H 1.52404 -3.15796 -2.27823
H 1.85068 -3.83708 -0.67440
H -0.21704 -1.45295 0.40341
H -3.40594 -0.04991 1.36094
H -0.23265 0.54186 3.28552
H 3.43500 -0.07020 3.87490
H 2.41095 1.14968 3.08848
H 2.11593 0.70829 4.76917
H 2.81300 -4.34602 2.73419
H 1.40553 -6.24631 1.98902
H -1.00443 -5.92683 1.61077
H -2.04023 -3.71818 1.96563
```

Summary:
* F_max: 0.0138 hartree/bohr
* orbital gap: 7.281 eV
* SMILES: CCOc1cc(N2CCOCC2)c(OCC)cc1NC(=O)c1cc(C)nc2ccccc12
* energy above the lowest of the compared OMol25 structures with the same formula, charge and spin: 297.4 kJ/mol
* energy: -1435.2745 Ha
* E_HOMO: -7.1 eV

***

(4)
A molecular structure, C22H32N2O4. Source: the OMol25 dataset; level of theory: ωB97M-V with the def2-TZVPD basis set.

Geometry as XYZ:
```
60
C22H32N2O4 | the OMol25 dataset | ωB97M-V with the def2-TZVPD basis set
C 9.06818 0.27508 -0.25260
C 7.93648 -0.62068 -0.41455
O 6.85345 0.23103 0.05840
C 5.49515 -0.43459 0.04644
C 5.20200 -1.88320 -0.48695
C 3.84341 -2.31426 -0.24738
C 2.74330 -1.57493 0.29731
C 3.06289 -0.12036 0.40763
C 4.31115 0.42503 0.41435
O 4.47993 1.62798 0.98429
C 5.38832 2.77106 0.57813
C 5.27154 2.95091 -1.03913
H 4.39814 3.00372 -1.32081
H 5.63269 2.04629 -1.46833
H 6.07914 3.61603 -1.32451
H 5.16325 3.45225 1.24980
H 6.47786 2.04738 0.88458
H 2.26474 0.44666 0.98775
C 1.58441 -1.96176 0.10166
O 1.28289 -3.22599 0.38200
N 0.39589 -1.21901 -0.05881
H 0.44421 -0.11415 0.21120
C -0.92680 -1.53209 0.24374
C -1.81284 -0.39355 0.80594
O -1.23549 0.83015 0.46157
N -2.95695 -0.63899 0.92982
C -3.75585 -2.08626 0.78605
H -3.05032 -2.56200 0.54214
C -4.88811 -1.79954 -0.21312
C -5.72002 -0.63943 0.05036
C -6.77455 -0.28770 -1.18064
C -7.73950 0.74524 -0.92334
C -6.86880 2.08732 -0.56497
C -5.88598 1.72247 0.49571
C -4.97301 0.61571 0.18322
C -3.85253 0.66388 1.31298
H -3.23108 1.34714 1.21488
H -4.39152 0.27473 2.49690
H -4.42887 0.95362 -0.73625
H -5.39036 2.88853 0.73947
H -6.29269 1.56968 1.62322
H -7.70593 2.94311 -0.08463
H -6.48905 2.26906 -1.48525
H -8.47713 0.77469 -1.57764
H -8.37298 0.60294 0.04071
H -7.21522 -1.37542 -1.27236
H -6.18654 -0.30576 -2.02900
H -6.15515 -0.96767 0.95030
H -5.34261 -2.60258 -0.51749
H -4.43039 -1.51517 -1.22410
H -4.24942 -2.06570 1.68797
H -1.28596 -1.98705 -0.81648
H -0.76344 -2.39499 0.82539
H 3.77965 -3.32925 -0.50174
H 6.10122 -2.40506 -0.55287
H 7.97135 -1.41820 0.40668
H 7.57057 -0.97318 -1.52008
H 8.78972 1.17599 -0.88240
H 9.91122 -0.16917 -0.68890
H 9.34629 0.56001 0.98374
```

Summary:
* F_max: 0.3828 hartree/bohr
* orbital gap: 8.018 eV
* energy above the lowest of the compared OMol25 structures with the same formula, charge and spin: 1955.1 kJ/mol
* energy: -1267.3388 Ha
* E_HOMO: -8.0 eV

***

(5)
A single C5H10O5S molecule. Source: the OMol25 dataset; level of theory: ωB97M-V with the def2-TZVPD basis set.

Geometry as XYZ:
```
21
C5H10O5S | the OMol25 dataset | ωB97M-V with the def2-TZVPD basis set
C 1.51142 -0.43799 -0.72133
C 0.88780 -0.24188 0.64996
C -0.80803 1.52537 0.06123
C -0.58919 1.66051 -1.40761
C -0.13303 -1.37878 1.03017
O 0.28221 1.06892 0.85552
O 2.30587 0.50974 -1.14420
O -2.06448 0.86251 0.27970
O 0.45467 2.24457 -1.87501
O 0.29958 -2.68524 0.90010
S -1.87800 1.14058 -2.59698
H 1.09113 -1.07100 -1.50194
H 1.71793 -0.19517 1.38597
H -0.94605 2.59091 0.37649
H -0.97365 -1.15630 0.51275
H -0.37035 -1.34657 2.07290
H 2.77485 0.90571 -0.38423
H -2.19553 0.75311 1.18113
H 1.33117 1.71944 -1.45411
H 0.76782 -2.75579 0.00211
H -2.90623 1.05156 -1.71723
```

Summary:
* F_max: 0.0807 hartree/bohr
* orbital gap (alpha / beta): 8.496 / 6.457 eV
* energy above the lowest of the compared OMol25 structures with the same formula, charge and spin: 212.4 kJ/mol
* energy: -970.7227 Ha
* E_HOMO (alpha / beta): -8.1 / -6.5 eV

***

(6)
2 unconnected molecules or ions with the total composition C5H7N. Source: the OMol25 dataset; level of theory: ωB97M-V with the def2-TZVPD basis set.

Geometry as XYZ:
```
13
C5H7N | the OMol25 dataset | ωB97M-V with the def2-TZVPD basis set
C 0.31330 -1.26998 0.12398
C 1.09421 -0.10291 -0.51701
C 0.49166 1.14904 -0.36258
C -0.78421 1.03130 0.32501
N -1.79018 0.13686 -0.23440
C -0.80293 -0.43101 0.69967
H 0.92420 -1.86984 0.84118
H -0.00179 -2.05873 -0.57318
H 1.80735 -0.29480 -1.29545
H 0.92235 2.10016 -0.61825
H -1.17815 1.86855 0.95000
H -1.47944 -0.14447 -1.18885
H 0.48363 -0.11418 1.84988
```

Summary:
* F_max: 0.0554 hartree/bohr
* orbital gap (alpha / beta): 8.209 / 8.228 eV
* energy above the lowest of the compared OMol25 structures with the same formula, charge and spin: 699.9 kJ/mol
* energy: -249.2067 Ha
* E_HOMO (alpha / beta): -8.3 / -8.2 eV